Density functional theory data (wB97M-V/def2-TZVPD) for a 2-piece molecular cluster, C3H7ClOS overall at a distorted geometry.

## Properties
E_HOMO in eV: -9.814
ΔE to the lowest compared entry with this formula, charge and spin in kJ/mol: 285.0
Energy in eV: -28626.823

```
13
C3H7ClOS, DFT wB97M-V/def2-TZVPD
C 0.3856 1.5160 -0.0327
C -0.6722 0.3632 0.2162
C -0.1995 -1.0611 0.2711
O 0.3429 -1.5736 -1.5993
S 1.2301 -1.5537 1.2448
Cl -1.5116 -2.1537 0.6322
H 1.1385 1.3970 0.8176
H 0.0159 2.6162 -0.0293
H 0.7411 1.3206 -1.0438
H -1.4541 0.2313 -0.7138
H -1.2423 0.6181 1.1939
H -0.4621 -1.4225 -2.1202
H 1.6879 -0.2981 1.1632
```

natural (NBO) atomic charge list, values in e, 8 entries: number 1, C, carries -0.62; number 2, C, carries -0.51; number 3, C, carries 0.08; number 4, O, carries -0.83; number 5, S, carries 0.12; number 6, Cl, carries 0.04; number 7, H, carries 0.20; number 8, H, carries 0.24



Density functional theory data (wB97M-V/def2-TZVPD) for C5H7N as an isolated structure.

## Properties
E_HOMO in eV: -9.096
ΔE to the lowest compared entry with this formula, charge and spin in kJ/mol: 200.7
Energy in eV: -6786.433

```
13
C5H7N, DFT wB97M-V/def2-TZVPD
C -0.8642 -0.4437 -1.6569
C -0.2048 -0.2537 -0.3148
C 1.1574 0.0538 -0.0511
C 1.2042 0.6034 1.2164
C -0.1110 0.6322 1.7079
N -1.0008 0.1979 0.8140
H -1.8687 -0.8506 -1.5178
H -0.9629 0.5078 -2.1951
H -0.2808 -1.1313 -2.2798
H 1.9905 -0.1520 -0.7165
H 2.0830 0.9223 1.7622
H -0.4567 0.9479 2.6830
H -0.6670 -1.0450 0.5311
```

natural (NBO) atomic charge list, values in e, 8 entries: number 1, C, carries -0.61; number 2, C, carries -0.08; number 3, C, carries -0.24; number 4, C, carries -0.26; number 5, C, carries -0.06; number 6, N, carries -0.44; number 7, H, carries 0.23; number 8, H, carries 0.22